Record 1
ORCA calculation (ωB97M-V/def2-TZVPD) on a structure of composition C55H54N3O7P2PdSSi at a distorted geometry.

XYZ file:
```
124
Properties=species:S:1:pos:R:3:mulliken_charge:R:1
Pd -0.8979 -0.1964 -0.4636 -0.34
C -0.8799 2.7131 1.4848 -1.32
Si -0.1463 1.0095 1.2477 1.82
C 1.6933 1.3826 0.9646 0.78
C 2.4151 2.1335 1.8984 -0.34
C 3.6106 2.7493 1.5610 -1.14
C 4.1213 2.6109 0.2770 -0.89
C 3.4545 1.8247 -0.6487 -0.67
C 2.2533 1.2097 -0.3075 0.17
P 1.2504 0.2634 -1.5046 1.01
C 1.8877 -1.4494 -1.3382 -0.52
C 3.0414 -1.8002 -0.6501 0.58
C 3.4191 -3.1327 -0.5516 -0.01
C 2.6489 -4.1242 -1.1397 -0.92
C 1.5017 -3.7796 -1.8420 -0.79
C 1.1283 -2.4504 -1.9400 -0.53
C 1.9403 0.6699 -3.1587 -0.07
C 2.9574 -0.0886 -3.7349 -0.30
C 3.4742 0.2573 -4.9762 -0.76
C 2.9762 1.3562 -5.6609 -0.58
C 1.9585 2.1119 -5.0967 -0.69
C 1.4411 1.7725 -3.8540 -0.48
C -0.6369 0.0298 2.7979 1.31
C -0.0527 0.1898 4.0597 -0.79
C -0.6214 -0.3792 5.1876 -0.63
C -1.8092 -1.1027 5.0857 -1.07
C -2.4024 -1.2750 3.8497 0.00
C -1.8026 -0.7390 2.7130 -0.10
P -2.5309 -0.7546 1.0510 1.29
C -4.2446 -0.2211 1.3494 0.51
C -5.3416 -0.9241 0.8716 -0.60
C -6.6288 -0.4561 1.1070 -0.82
C -6.8270 0.7237 1.8056 -0.65
C -5.7320 1.4384 2.2771 -0.64
C -4.4511 0.9668 2.0503 -0.61
C -2.7347 -2.2540 0.0254 0.86
C -2.7314 -1.9272 -1.3394 0.07
C -2.8560 -2.9218 -2.3036 -1.11
C -2.9921 -4.2425 -1.9103 -0.70
C -3.0217 -4.5644 -0.5559 -0.79
C -2.8972 -3.5817 0.4123 -0.72
H -0.3754 3.1976 2.3286 0.43
H -1.9474 2.6573 1.7079 0.11
H -0.7306 3.3252 0.5949 0.21
H 2.0123 2.2926 2.8935 0.27
H 4.1277 3.3621 2.2908 0.43
H 5.0333 3.1214 -0.0092 0.43
H 3.8612 1.7064 -1.6465 0.53
H 3.6452 -1.0321 -0.1765 0.41
H 4.2991 -3.4070 0.0137 0.28
H 2.9364 -5.1635 -1.0375 0.35
H 0.8818 -4.5456 -2.2916 0.34
H 0.2221 -2.1921 -2.4783 0.47
H 3.3517 -0.9552 -3.2209 0.44
H 4.2667 -0.3416 -5.4081 0.44
H 3.3789 1.6205 -6.6312 0.36
H 1.5608 2.9712 -5.6222 0.45
H 0.6643 2.3746 -3.4022 0.61
H 0.8601 0.7661 4.1670 0.16
H -0.1476 -0.2516 6.1537 0.43
H -2.2624 -1.5338 5.9697 0.34
H -3.3184 -1.8467 3.7601 0.49
H -5.1994 -1.8342 0.3040 0.37
H -7.4761 -1.0169 0.7324 0.41
H -7.8312 1.0886 1.9836 0.37
H -5.8762 2.3672 2.8148 0.49
H -3.6002 1.5262 2.4221 0.38
H -2.7477 -0.8787 -1.6482 -0.18
H -2.8530 -2.6528 -3.3526 0.50
H -3.0846 -5.0254 -2.6537 0.35
H -3.1291 -5.5981 -0.2508 0.43
H -2.8777 -3.8423 1.4585 0.49
C 7.9339 0.9600 -0.0544 -1.60
C 7.0646 0.0167 0.7320 0.83
C 6.2810 0.4903 1.7821 -0.65
C 5.4621 -0.3588 2.5042 -0.05
C 5.4462 -1.7101 2.1871 -0.39
C 6.2393 -2.2109 1.1675 -0.39
C 7.0361 -1.3413 0.4377 -0.88
S 4.4981 -2.8347 3.1594 1.64
O 4.5933 -4.1311 2.5323 -0.70
O 4.9241 -2.7363 4.5314 -0.79
N 3.0053 -2.1784 3.0658 0.29
C 1.9727 -3.0067 3.7424 -0.76
C 1.2587 -3.9279 2.7620 -0.86
C 0.1693 -3.1459 2.0151 -0.30
O -1.0096 -3.4043 2.3442 -0.58
O 0.5489 -2.2792 1.1793 0.95
H 7.4818 1.9502 -0.1189 0.30
H 8.0951 0.5930 -1.0680 0.38
H 8.9129 1.0747 0.4170 0.34
H 6.3075 1.5438 2.0308 0.45
H 4.8441 0.0133 3.3110 0.39
H 6.2252 -3.2713 0.9561 0.67
H 7.6434 -1.7259 -0.3738 0.39
H 2.7184 -1.9701 2.1054 -0.31
H 1.2599 -2.3291 4.2141 -0.05
H 2.4674 -3.5599 4.5415 0.61
H 0.7667 -4.7302 3.3132 0.31
H 1.9906 -4.3584 2.0766 0.27
C -4.7388 3.9850 0.0815 -0.88
C -5.4020 3.4985 -1.2004 -1.57
C -4.3946 3.0686 -2.2800 3.16
C -5.1515 2.5300 -3.5059 -1.42
C -4.2355 2.0482 -4.6240 -1.11
C -3.6086 4.2891 -2.7102 -0.30
O -4.1337 5.2747 -3.1986 -0.72
N -2.2673 4.2197 -2.5053 0.22
C -1.5450 3.1211 -1.9737 -0.36
O -0.3325 3.3022 -1.8530 -0.90
N -2.1824 1.9961 -1.6241 0.96
C -3.5267 1.9301 -1.7118 -0.90
O -4.1437 0.9231 -1.3579 -0.75
H -5.4872 4.2804 0.8193 0.48
H -4.0948 4.8496 -0.1011 0.34
H -4.1268 3.1981 0.5263 -0.10
H -6.0274 4.2867 -1.6253 0.51
H -6.0292 2.6303 -0.9903 0.38
H -5.7992 3.3310 -3.8689 0.51
H -5.7777 1.7095 -3.1534 0.36
H -3.6209 2.8625 -5.0159 0.28
H -4.8166 1.6454 -5.4553 0.49
H -3.5654 1.2599 -4.2729 0.12
H -1.7090 5.0211 -2.7579 0.30
```

Values from the calculation:
LUMO level (eV): 2.211
HOMO energy (eV): -5.09
Energy relative to the best compared isomer or geometry (same formula, charge and spin) (kJ/mol): 128.1
Electronic energy (a.u.): -4317.73873
Net charge: -1

---

Record 2
ORCA calculation (ωB97M-V/def2-TZVPD) on the ion C27H37N2O3 with charge +1.

XYZ file:
```
69
Properties=species:S:1:pos:R:3:mulliken_charge:R:1
C -0.1591 3.7271 2.3306 -1.10
C 1.3641 3.7332 2.3826 -0.51
C 1.9699 3.1446 1.1112 0.20
C 3.4875 3.3120 1.0574 -0.97
C 4.0947 2.6432 -0.1777 -0.76
C 4.2774 1.1340 0.0045 0.20
C 4.3090 0.3706 -1.3213 -1.20
C 2.9051 0.1774 -1.8903 0.62
C 2.9004 -0.6407 -3.1802 -0.78
C 1.4816 -0.9475 -3.6552 -0.62
O 0.8314 -1.7867 -2.6832 -0.34
C -0.0202 -1.2417 -1.8531 0.86
O -0.4537 -0.1194 -1.8657 -0.55
C -0.4410 -2.2455 -0.7567 -0.96
N -0.7109 -1.4991 0.4419 0.29
C -1.8431 -0.8467 0.7209 0.08
C -3.0813 -0.9292 -0.1067 -0.95
O -3.3673 -2.2904 -0.3207 -0.37
C -4.4736 -2.6139 -1.0944 0.70
C -5.2951 -1.6901 -1.7186 -0.28
C -6.3715 -2.1398 -2.4696 -0.69
C -6.6271 -3.4916 -2.5985 -0.56
C -5.7990 -4.4096 -1.9717 -0.51
C -4.7240 -3.9764 -1.2215 -0.44
N -1.6975 -0.1196 1.8335 0.28
C -2.7084 0.6917 2.4632 -0.96
C -0.3976 -0.2685 2.2798 0.69
C 0.2913 0.2776 3.3564 -0.66
C 1.6208 -0.0667 3.4892 -0.71
C 2.2516 -0.9314 2.5912 -0.86
C 1.5738 -1.4908 1.5272 -0.51
C 0.2363 -1.1450 1.3814 0.62
H -0.5124 4.3886 1.5434 0.48
H -0.5246 2.7236 2.1197 0.00
H -0.5805 4.0653 3.2742 0.38
H 1.7081 3.1595 3.2465 0.27
H 1.7138 4.7589 2.5080 0.44
H 1.7087 2.0838 1.0468 -0.29
H 1.5306 3.6432 0.2442 0.35
H 3.9390 2.8923 1.9591 0.29
H 3.7173 4.3786 1.0406 0.44
H 5.0649 3.0909 -0.3970 0.41
H 3.4462 2.8413 -1.0325 0.29
H 5.2074 0.9562 0.5471 0.53
H 3.4635 0.7366 0.6166 -0.40
H 4.7614 -0.6110 -1.1626 0.45
H 4.9299 0.9077 -2.0392 0.39
H 2.4397 1.1463 -2.0776 0.33
H 2.3010 -0.3327 -1.1331 -0.52
H 3.4287 -1.5831 -3.0222 0.31
H 3.4128 -0.0936 -3.9712 0.36
H 0.8994 -0.0308 -3.7808 0.37
H 1.4912 -1.5182 -4.5849 0.37
H 0.3553 -2.9681 -0.5809 0.44
H -1.3445 -2.7732 -1.0731 0.22
H -3.9138 -0.4296 0.4048 0.73
H -2.8911 -0.4087 -1.0599 0.46
H -5.1190 -0.6288 -1.6380 0.42
H -7.0105 -1.4180 -2.9543 0.37
H -7.4671 -3.8304 -3.1835 0.40
H -5.9903 -5.4670 -2.0656 0.39
H -4.0708 -4.6748 -0.7227 0.40
H -3.6182 0.1122 2.6217 0.38
H -2.3394 1.0276 3.4289 0.32
H -2.9390 1.5657 1.8520 0.43
H -0.1777 0.9477 4.0575 0.37
H 2.1917 0.3436 4.3067 0.45
H 3.2945 -1.1651 2.7342 0.39
H 2.0693 -2.1580 0.8410 0.35
```

Values from the calculation:
LUMO level (eV): -3.005
HOMO energy (eV): -11.42
Energy relative to the best compared isomer or geometry (same formula, charge and spin) (kJ/mol): 13.7
SMILES: CCCCCCCCCCOC(=O)Cn1c(COc2ccccc2)[n+](C)c2ccccc21
Electronic energy (a.u.): -1386.09768
Net charge: +1

---

Record 3
ORCA calculation (ωB97M-V/def2-TZVPD) on a structure of composition C2I4N4 at a distorted geometry.

XYZ file:
```
10
Properties=species:S:1:pos:R:3:mulliken_charge:R:1
C 0.3371 0.1812 0.8942 -0.57
C -0.7584 -0.2783 0.0301 -0.42
N 1.3177 1.2454 -0.6635 0.08
N -0.3541 -0.9695 -1.1284 0.05
N 1.1393 0.5515 -1.5840 0.14
N 0.6716 -0.6296 -1.7804 -0.34
I 0.0963 1.7702 2.2297 0.28
I 1.7096 -1.3218 1.4760 0.30
I -2.1930 1.2789 -0.5645 0.29
I -1.9662 -1.8280 1.0909 0.18
```

Values from the calculation:
LUMO level (eV): -2.166
HOMO energy (eV): -8.67
Energy relative to the best compared isomer or geometry (same formula, charge and spin) (kJ/mol): 171.6
Electronic energy (a.u.): -1485.79863

---

Record 4
ORCA calculation (ωB97M-V/def2-TZVPD) on an isolated molecule of C8H8 at a distorted geometry.

XYZ file:
```
16
Properties=species:S:1:pos:R:3:mulliken_charge:R:1
C 0.7364 1.5138 4.1420 -0.11
C 0.8697 0.8217 3.1325 -0.69
C 1.1990 0.0748 1.9644 -0.51
C 0.6042 -0.1577 0.7794 0.40
C 1.3515 -1.2078 -0.0530 -1.43
C -0.4107 0.3548 -0.1646 -0.12
C -1.1151 0.6857 -1.0946 0.93
C -2.0277 1.0459 -2.1372 -1.39
H 0.5039 1.8006 5.1318 0.41
H 2.1165 -0.3409 2.1378 0.44
H 1.5217 -2.0963 0.5644 0.37
H 2.4526 -0.9736 -0.1087 0.32
H 1.0741 -1.4860 -1.0070 0.43
H -1.4975 0.5062 -2.9230 0.31
H -1.8950 2.0377 -2.5154 0.33
H -3.0418 0.7816 -1.9766 0.29
```

Values from the calculation:
LUMO level (eV): 0.256
HOMO energy (eV): -8.48
Energy relative to the best compared isomer or geometry (same formula, charge and spin) (kJ/mol): 469.2
SMILES: C#C/C=C(/C)C#CC
Electronic energy (a.u.): -309.43509